# 1
The following is a quantum chemistry calculation of a cluster of 13 separate species, C35H96O13 in total in a non-equilibrium geometry, from the OMol25 dataset.

Element x y z (Å)
O  1.071  2.413  6.645
O  2.663  -3.562  -1.172
O  4.189  1.371  -5.746
O  1.261  -2.985  5.927
O  -0.381  5.584  3.663
O  -2.111  -0.781  -6.162
O  1.158  -5.190  0.614
O  -1.657  2.325  -2.516
O  -1.010  0.949  -0.158
O  -2.953  1.763  1.728
O  -3.560  -3.063  4.756
O  4.161  5.895  -1.311
O  -4.472  -3.839  -1.637
C  3.416  5.083  -2.216
C  -3.500  -2.011  3.806
C  -1.723  -2.495  -4.470
C  1.301  5.134  2.079
C  2.432  -3.007  5.110
C  -2.933  -2.658  -0.122
C  -5.471  -2.524  0.064
C  0.440  -0.884  -1.078
C  -2.087  -1.480  3.486
C  -4.414  -0.885  4.172
C  2.736  -3.589  -2.589
C  -0.814  2.071  -3.641
C  -1.328  -1.921  -5.820
C  0.118  6.059  2.455
C  -0.853  6.207  1.279
C  0.091  -1.474  -5.848
C  3.451  0.292  -5.240
C  4.379  -0.917  -5.140
C  0.899  2.105  4.354
C  -4.269  -3.418  -0.342
C  1.514  -4.348  -3.101
C  2.330  4.188  -1.663
C  -4.437  1.246  -0.174
C  4.040  -4.231  -3.066
C  2.817  -4.407  4.709
C  -3.987  2.252  0.920
C  0.107  2.362  5.608
C  4.475  4.293  -2.950
C  -3.572  3.573  0.326
C  -0.919  1.285  5.879
C  0.297  0.447  -0.324
C  2.076  -2.089  3.950
C  0.304  -4.504  1.480
C  0.853  0.334  1.096
C  2.871  0.582  -3.829
H  -1.613  -1.785  -3.632
H  2.871  -1.985  3.201
H  0.920  1.180  -0.849
H  2.265  1.493  -3.784
H  -4.830  2.374  1.604
H  -2.928  -2.884  5.456
H  2.022  -4.831  4.094
H  1.645  -5.401  -2.857
H  -3.702  1.005  -0.955
H  -1.585  -1.026  4.347
H  -0.265  1.155  -3.472
H  -2.982  -1.728  -0.692
H  0.856  4.161  1.864
H  4.143  -5.263  -2.743
H  2.243  -0.226  -3.454
H  -5.456  -1.137  4.341
H  -0.549  -5.159  1.643
H  -2.740  -2.860  -4.322
H  4.879  -3.660  -2.658
H  2.990  -5.032  5.587
H  -2.129  3.125  -2.758
H  -3.806  -2.528  2.899
H  0.305  -1.015  -6.813
H  -0.147  2.933  -3.738
H  3.962  -4.187  -4.148
H  -4.339  -4.286  0.309
H  -1.691  1.283  5.105
H  -1.606  6.966  1.464
H  1.666  2.872  4.214
H  -0.406  3.318  5.618
H  0.615  -3.948  -2.640
H  2.720  -2.573  -2.995
H  3.946  -1.808  -4.679
H  -1.570  -2.656  -6.593
H  1.372  -3.511  6.732
H  -2.289  1.397  1.118
H  3.764  -4.346  4.157
H  -0.232  6.523  0.440
H  0.789  1.293  1.603
H  0.792  -4.343  2.450
H  -6.400  -3.057  0.220
H  -2.152  -0.673  2.752
H  3.578  6.465  -0.808
H  1.968  3.714  -2.574
H  5.017  3.652  -2.252
H  1.511  -1.088  -0.948
H  2.672  3.453  -0.931
H  2.921  5.705  -2.966
H  0.573  7.028  2.717
H  -2.106  -3.326  -0.332
H  3.699  0.718  -3.134
H  -4.077  -4.683  -1.859
H  1.822  5.515  1.196
H  1.973  -1.093  4.392
H  0.128  -0.225  1.686
H  3.520  -3.378  -0.769
H  -5.625  -1.702  -0.630
H  -2.736  3.406  -0.344
H  0.750  -2.332  -5.738
H  5.212  4.937  -3.423
H  3.573  2.090  -5.900
H  -5.282  1.677  -0.731
H  -1.040  -3.328  -4.301
H  0.293  -0.754  -5.055
H  -1.272  1.471  -0.934
H  1.478  -4.365  -4.192
H  -0.463  0.301  5.846
H  3.263  -2.585  5.675
H  2.056  5.039  2.842
H  4.750  -1.176  -6.137
H  0.662  2.561  7.497
H  -1.469  1.931  -4.497
H  1.262  1.094  4.498
H  1.148  -2.401  3.474
H  -3.056  -0.917  -6.091
H  -2.931  -2.393  0.942
H  -3.419  4.350  1.079
H  -1.256  5.261  0.928
H  -0.807  4.758  3.443
H  2.591  0.024  -5.873
H  4.113  3.675  -3.770
H  -5.269  -2.159  1.075
H  -1.436  -2.223  3.016
H  -1.386  1.517  6.835
H  0.001  -3.538  1.058
H  0.187  2.197  3.528
H  5.122  -0.656  -4.394
H  -0.098  -1.708  -0.608
H  -4.109  -0.410  5.108
H  1.850  -0.098  1.142
H  0.165  -0.913  -2.138
H  1.409  4.636  -1.298
H  1.641  -4.517  0.123
H  -4.635  0.247  0.206
H  -4.383  3.922  -0.324
H  -4.401  -0.098  3.417

Atoms 1-2, force components in eV/Å:
0.79 -0.18 0.31
-0.16 0.14 0.55

## Properties
DFT total energy ... -64467.2706 eV
Energy relative to the best compared isomer or geometry (same formula, charge and spin) ... 1.879 eV
Spin multiplicity ... 1
M ... 725.1 g/mol

# 2
The following is a quantum chemistry calculation of a structure of composition C12H10F2In in a non-equilibrium geometry, from the OMol25 dataset.

Element x y z (Å)
In  -11.628  5.610  -0.797
F  -12.389  8.337  0.197
F  -13.505  4.038  -2.428
C  -16.687  1.730  -3.660
C  -13.033  9.261  0.967
C  -15.433  1.703  -4.386
C  -14.411  9.437  0.842
C  -14.310  11.217  2.364
C  -12.937  11.109  2.522
C  -12.281  10.111  1.803
C  -14.366  2.495  -3.992
C  -14.523  3.302  -2.870
C  -15.768  3.413  -2.173
C  -15.037  10.505  1.461
C  -16.863  2.652  -2.599
H  -11.206  10.005  1.851
H  -14.806  11.968  2.968
H  -15.019  8.817  0.197
H  -17.749  2.595  -1.984
H  -16.090  10.734  1.385
H  -15.834  4.050  -1.303
H  -15.183  0.953  -5.124
H  -13.388  2.343  -4.426
H  -12.408  11.790  3.174
H  -17.421  0.987  -3.944

Atoms 1-2, force components in eV/Å:
0.42 -0.03 0.06
-0.95 1.06 1.09

## Properties
DFT total energy ... -23179.6862 eV
Energy relative to the best compared isomer or geometry (same formula, charge and spin) ... 1.390 eV
Charge ... +3
Spin multiplicity ... 1
M ... 307.0 g/mol

# 3
The following is a quantum chemistry calculation of a cluster of 2 separate species, C6H12N2 in total in a non-equilibrium geometry, from the OMol25 dataset.

Element x y z (Å)
N  -1.621  -0.585  1.671
N  -0.127  0.926  0.156
C  0.256  0.739  -1.194
C  -1.126  -1.642  0.750
C  -0.640  1.424  -2.180
C  0.922  -0.643  2.258
C  -0.314  -0.649  1.449
C  1.265  -0.059  -1.531
H  -1.148  1.111  0.409
H  0.497  1.539  0.667
H  -0.374  1.153  -3.199
H  0.950  -1.544  2.873
H  0.947  0.229  2.914
H  -1.289  -1.539  -0.319
H  -0.568  2.511  -2.079
H  -1.123  -2.674  1.098
H  1.807  -0.636  1.620
H  1.503  -0.244  -2.565
H  -1.680  1.147  -2.008
H  1.864  -0.563  -0.790

Atoms 1-2, force components in eV/Å:
2.18 -0.23 0.45
-0.55 0.67 0.71

## Properties
DFT total energy ... -9393.2881 eV
Energy relative to the best compared isomer or geometry (same formula, charge and spin) ... 3.562 eV
Spin multiplicity ... 1
SMILES ... C=C(C)N.CC1=NC1
M ... 112.2 g/mol

# 4
The following is a quantum chemistry calculation of a structure of composition C41H26BBrF6I2NO3P2Ru in a non-equilibrium geometry, from the OMol25 dataset.

Element x y z (Å)
I  4.858  -2.712  4.814
I  3.503  -2.480  -1.015
Ru  -0.814  0.580  1.194
Br  -2.299  0.117  3.127
P  0.448  3.010  0.332
P  -1.252  -0.532  -1.068
F  -1.050  5.838  1.143
F  -4.271  1.459  0.815
F  -3.699  6.072  1.605
F  1.749  0.889  -1.958
F  3.572  0.977  -0.660
F  -5.323  3.886  1.454
O  1.645  -0.133  0.090
O  0.888  -3.403  0.452
O  -0.363  -1.767  1.279
N  1.029  0.600  2.629
C  -0.460  4.588  -1.855
C  3.590  5.282  2.855
C  -1.811  4.732  1.113
C  2.726  5.997  2.041
C  0.833  1.108  3.841
C  2.751  -0.854  3.557
C  -3.050  -0.848  -1.122
C  2.004  -0.327  2.459
C  -3.816  -0.543  -2.242
C  1.792  5.344  1.258
C  -0.935  0.165  -2.718
C  3.198  -1.775  0.931
C  1.017  5.382  -3.572
C  2.305  -0.749  1.150
C  3.694  -1.864  3.274
C  -5.796  -1.241  -1.076
C  -0.336  0.051  -5.036
C  -3.451  2.517  0.936
C  -0.481  -0.569  -3.807
C  -1.075  2.132  -4.094
C  -5.032  -1.563  0.035
C  2.488  -0.312  4.828
C  -0.247  5.317  -3.010
C  2.076  4.724  -2.968
C  -3.178  4.866  1.341
C  -0.635  1.395  -5.181
C  0.604  3.947  -1.232
C  -1.223  1.519  -2.867
C  -2.085  2.355  0.736
C  1.686  3.956  1.315
C  1.872  4.013  -1.802
C  1.546  0.689  4.955
C  -0.517  -2.210  -1.067
C  2.602  3.243  2.083
C  3.543  3.899  2.855
C  -5.183  -0.748  -2.216
C  3.887  -2.339  2.000
C  -3.664  -1.374  0.015
C  -4.008  3.752  1.253
C  0.071  -2.506  0.360
C  -1.261  3.488  0.827
B  2.339  0.532  -0.838
H  0.092  1.896  3.925
H  -1.301  3.182  -4.211
H  0.301  -2.285  -1.786
H  -5.769  -0.512  -3.092
H  -3.065  -1.625  0.883
H  -0.254  -1.619  -3.714
H  -3.346  -0.149  -3.132
H  -0.002  -0.517  -5.891
H  3.062  4.772  -3.406
H  1.153  5.913  0.604
H  2.596  2.166  2.055
H  1.169  5.946  -4.478
H  4.242  3.320  3.443
H  3.025  -0.668  5.693
H  -1.075  5.830  -3.477
H  -1.269  -2.973  -1.286
H  -6.866  -1.376  -1.056
H  1.344  1.142  5.910
H  4.583  -3.140  1.819
H  -1.571  2.066  -1.999
H  2.776  7.075  2.018
H  2.696  3.498  -1.327
H  -1.461  4.525  -1.453
H  -0.523  1.877  -6.140
H  4.313  5.798  3.467
H  -5.512  -1.941  0.925

Atoms 1-2, force components in eV/Å:
-0.20 0.13 -0.24
0.24 0.15 0.26

## Properties
Expectation value of S² ... 0.874
DFT total energy ... -174960.2918 eV
Energy relative to the best compared isomer or geometry (same formula, charge and spin) ... 1.723 eV
Spin multiplicity ... 2
M ... 1202.2 g/mol

# 5
The following is a quantum chemistry calculation of a structure of composition C52H40I4N4S4Ta in a non-equilibrium geometry, from the OMol25 dataset.

Element x y z (Å)
Ta  0.448  1.059  -0.064
I  4.601  -5.371  -5.534
I  6.525  0.741  7.922
I  -6.321  4.611  6.277
I  -3.254  5.715  -8.027
S  -1.894  -2.247  -2.890
S  -0.620  -0.969  0.329
S  0.394  -4.618  2.013
S  -0.635  -4.912  -1.055
N  0.474  1.704  1.938
N  -1.150  2.399  -0.383
N  0.733  1.140  -1.994
N  2.446  0.479  0.348
C  -2.081  -5.146  -2.146
C  -4.358  2.700  2.835
C  -0.504  1.890  4.009
C  -2.652  3.134  -6.312
C  -1.091  2.626  -2.868
C  1.854  0.456  -2.597
C  -4.976  3.974  4.827
C  3.844  -3.943  -4.248
C  2.657  -0.491  -1.924
C  -1.987  -4.028  -3.282
C  0.136  1.976  -3.028
C  -5.349  3.068  3.804
C  2.394  -2.060  -3.944
C  -2.413  5.254  -5.190
C  4.508  -0.088  1.168
C  -2.097  2.766  0.667
C  4.440  -0.379  -0.175
C  1.842  0.858  -3.947
C  1.452  1.386  2.915
C  5.475  0.780  6.103
C  -2.702  3.950  3.961
C  4.813  1.977  5.705
C  -3.196  3.421  0.014
C  -1.729  3.229  -4.084
C  3.183  0.440  1.532
C  3.038  -1.703  -2.692
C  -3.644  4.409  4.890
C  4.412  -0.411  4.294
C  0.844  1.811  -4.161
C  -1.896  4.608  -4.060
C  -0.880  -5.861  1.664
C  -2.155  2.470  -5.209
C  -0.112  -1.932  1.958
C  4.232  -3.828  -2.890
C  3.177  -0.132  -0.681
C  -2.072  -2.142  -0.121
C  -0.676  2.118  2.598
C  -1.862  2.640  2.047
C  3.963  1.921  4.632
C  -3.002  3.046  2.934
C  3.911  -2.646  -2.195
C  -0.656  -3.218  2.389
C  -2.846  -2.138  -1.405
C  3.748  0.760  3.905
C  -1.696  2.812  -1.612
C  -0.980  -6.230  0.209
C  -2.933  3.468  -1.365
C  -2.710  4.548  -6.354
C  2.777  0.862  2.747
C  5.243  -0.437  5.434
C  0.823  1.537  4.159
C  2.960  -3.004  -4.776
H  -1.698  -3.329  2.103
H  -2.013  -6.088  -2.616
H  -1.856  -5.383  1.848
H  4.400  -2.451  -1.258
H  2.692  -3.048  -5.783
H  3.427  2.803  4.290
H  -1.252  1.967  4.801
H  -3.000  -5.085  -1.618
H  4.098  -1.399  3.908
H  5.511  -1.387  5.828
H  2.466  0.444  -4.700
H  -2.003  -6.581  0.037
H  1.243  1.358  5.110
H  -2.643  6.346  -5.133
H  5.010  2.851  6.299
H  5.370  -0.158  1.776
H  -0.291  -7.087  -0.031
H  -0.768  -6.693  2.385
H  -4.656  2.051  2.072
H  -1.674  4.243  4.017
H  0.967  -2.069  1.950
H  0.580  2.205  -5.121
H  -3.276  5.007  5.782
H  -0.565  -3.243  3.454
H  4.858  -4.602  -2.429
H  -6.328  2.632  3.782
H  -3.581  3.861  -2.137
H  -1.526  5.153  -3.225
H  -0.997  -4.187  -3.821
H  -3.626  -2.920  -1.441
H  -2.778  -1.890  0.687
H  -3.310  -1.178  -1.507
H  -0.393  -1.139  2.657
H  -2.054  1.420  -5.144
H  -1.641  -3.135  0.014
H  -2.780  -4.275  -4.036
H  -2.922  2.487  -7.210
H  -4.017  3.825  0.538
H  5.244  -0.683  -0.825
H  1.567  -1.448  -4.317

Atoms 1-2, force components in eV/Å:
-0.40 0.46 1.62
0.03 -0.12 0.23

## Properties
DFT total energy ... -137800.8944 eV
Charge ... +3
Spin multiplicity ... 1
M ... 1537.8 g/mol

# 6
The following is a quantum chemistry calculation of a structure of composition C3HBr3N2S in a non-equilibrium geometry, from the OMol25 dataset.

Element x y z (Å)
Br  -2.680  -2.047  1.707
Br  -2.406  -2.467  -1.347
Br  -1.347  2.676  0.135
S  1.827  2.273  0.209
N  -1.603  -2.061  0.221
N  2.485  0.808  -0.022
C  0.304  0.327  -0.069
C  0.114  1.634  0.033
C  1.583  -0.108  -0.208
H  1.723  -1.034  -0.659

Atoms 1-2, force components in eV/Å:
-0.19 -0.06 -0.18
-0.44 -0.13 -0.26

## Properties
Expectation value of S² ... 2.017
DFT total energy ... -227063.4554 eV
Spin multiplicity ... 3
M ... 336.8 g/mol

# 7
The following is a quantum chemistry calculation of the molecule C8H9BrN2O2 in a non-equilibrium geometry, from the OMol25 dataset.

Element x y z (Å)
Br  2.333  2.251  0.289
O  -3.428  2.627  0.266
O  -1.097  3.818  -1.038
N  -1.217  2.776  -0.106
N  -2.922  0.214  1.782
C  1.676  -0.412  -0.641
C  -0.345  -1.131  0.759
C  -2.123  0.810  0.985
C  -0.170  1.043  -0.380
C  1.189  0.991  -0.877
C  -0.904  0.261  0.456
C  -2.333  2.163  0.292
C  1.195  -1.133  0.597
H  1.447  -1.089  -1.431
H  -0.638  -1.484  1.773
H  1.746  -0.921  1.557
H  -3.838  0.620  2.049
H  -0.190  4.036  -1.068
H  1.324  1.429  -1.839
H  2.850  -0.281  -0.759
H  -0.773  -1.853  0.123
H  1.395  -2.239  0.556

Atoms 1-2, force components in eV/Å:
-0.62 -0.40 -0.51
-2.41 0.94 -0.16

## Properties
DFT total energy ... -85554.5433 eV
Energy relative to the best compared isomer or geometry (same formula, charge and spin) ... 3.857 eV
Spin multiplicity ... 1
M ... 245.1 g/mol

# 8
The following is a quantum chemistry calculation of a structure of composition C17H29N4NiO3PS2, from the OMol25 dataset.

Element x y z (Å)
Ni  -0.404  0.821  0.025
S  0.298  2.717  0.875
S  -2.091  0.724  1.566
P  2.039  -0.792  1.040
O  1.619  0.062  -0.132
O  0.698  -5.397  -0.178
O  1.169  -1.916  1.527
N  1.937  -0.948  -3.029
N  -0.946  -0.894  -0.921
N  -0.795  -3.321  -1.329
N  0.746  0.148  3.162
C  -1.012  4.641  2.362
C  -1.406  -4.232  -0.347
C  -2.008  2.336  2.241
C  3.703  -1.331  0.755
C  1.341  -4.458  -1.029
C  -0.548  2.079  -1.423
C  -0.328  -4.769  0.579
C  -3.141  2.734  3.151
C  0.468  2.178  -2.361
C  -1.028  3.202  1.904
C  0.364  -3.879  -2.038
C  -0.875  -2.030  -1.112
C  -2.060  3.190  -2.916
C  2.103  0.292  2.552
C  -1.060  3.262  -3.877
C  0.204  2.760  -3.595
C  -1.804  2.609  -1.679
H  -1.005  4.717  3.452
H  1.128  -0.540  -3.486
H  -3.978  3.134  2.572
H  4.182  -2.029  1.429
H  -3.044  3.590  -3.126
H  0.830  -3.088  -2.627
H  -3.514  1.865  3.692
H  -0.130  5.156  1.986
H  0.487  -0.847  3.049
H  0.992  2.830  -4.335
H  -2.177  -3.695  0.204
H  0.092  -3.947  1.168
H  1.949  -0.560  -2.084
H  2.754  -0.599  -3.516
H  -2.577  2.561  -0.921
H  -1.262  3.718  -4.837
H  2.838  -0.077  3.266
H  -1.869  -5.052  -0.900
H  0.694  0.450  4.131
H  -1.891  5.182  2.003
H  -0.741  -5.525  1.246
H  4.241  -1.021  -0.129
H  1.774  -3.652  -0.424
H  -0.006  -4.665  -2.700
H  2.274  1.339  2.317
H  -2.844  3.496  3.872
H  1.457  1.802  -2.132
H  2.135  -4.995  -1.546
H  0.028  0.665  2.605

Atoms 1-2, force components in eV/Å:
-0.02 0.02 0.06
0.02 -0.01 0.01

## Properties
Expectation value of S² ... 2.140
DFT total energy ... -102204.6379 eV
Energy relative to the best compared isomer or geometry (same formula, charge and spin) ... 0.159 eV
Spin multiplicity ... 3
M ... 491.2 g/mol